Version 1
C2H2O2 | ωB97M-V/def2-TZVPD

The HOMO energy comes out at -8.88 eV. Its HOMO-LUMO gap is 9.31 eV.

Last column: Mulliken charge in e.
Geometry (Å):
C: -0.928 0.336 -0.109  0.1172
C: 0.998 -0.181 0.247  0.1117
O: -1.839 1.120 0.111  -0.3875
O: 1.299 -0.783 1.208  -0.3292
H: -1.104 -0.513 -0.799  0.1942
H: 1.573 0.021 -0.658  0.2936

Version 2
C2H2O2 | ωB97M-V/def2-TZVPD

The HOMO energy (spin up / spin down) comes out at -9.75 / -9.73 eV. Its HOMO-LUMO gap (spin up / spin down) is 7.81 / 7.91 eV.

Last column: Mulliken charge in e.
Geometry (Å):
C: -1.499 0.368 -0.096  0.8224
C: -0.247 0.051 -0.010  -0.9432
O: -2.620 0.675 -0.204  -0.3231
O: -4.477 1.056 0.798  -0.0431
H: 0.499 0.822 0.067  0.2402
H: 0.095 -0.967 -0.096  0.2469

Version 3
C2H2O2 | ωB97M-V/def2-TZVPD

The HOMO energy comes out at -10.24 eV. Its HOMO-LUMO gap is 10.82 eV.

Last column: Mulliken charge in e.
Geometry (Å):
C: -1.065 -0.947 1.155  0.1438
C: 0.778 0.563 -0.478  -0.2134
O: -2.057 -1.309 0.758  -0.1363
O: 0.105 0.988 -1.368  -0.3786
H: 0.818 1.035 0.515  0.3016
H: 1.422 -0.329 -0.582  0.2830

Version 4
C2H2O2 | ωB97M-V/def2-TZVPD

Its SMILES is O=CC=O. The HOMO energy comes out at -10.07 eV. Its HOMO-LUMO gap is 10.01 eV.

Last column: Mulliken charge in e.
Geometry (Å):
O: 1.408 -0.415 -0.937  -0.3993
C: 0.752 0.135 -0.090  0.1266
C: -0.760 -0.036 0.012  0.0588
O: -1.105 -0.746 0.923  -0.3821
H: 1.200 0.656 0.780  0.2828
H: -1.495 0.407 -0.689  0.3132

Sorted by energy, starting with the most stable: version 3, version 4, version 1, version 2.

Version 1
C28H24F5HfN4OS2Se | ωB97M-V/def2-TZVPD

The HOMO energy comes out at -10.69 eV. Its net charge is +1. Its HOMO-LUMO gap is 6.57 eV.

Last column: Mulliken charge in e.
Geometry (Å):
Hf: 0.175 -0.297 0.536  0.8554
C: -0.955 -4.209 -4.051  -0.8802
S: -1.873 -2.703 -3.530  0.0648
C: -1.070 -2.188 -2.053  0.5423
S: -1.524 -0.640 -1.497  -0.6578
N: -0.130 -2.957 -1.496  -1.1943
N: 0.364 -2.528 -0.287  0.3280
C: 1.330 -3.247 0.189  -0.6871
C: 1.679 -2.976 1.569  0.7666
C: 2.328 -3.840 2.409  -0.8840
C: 2.480 -3.494 3.767  -0.3015
C: 2.248 -2.202 4.154  -0.8513
C: 1.683 -1.326 3.253  0.0198
N: 1.317 -1.758 2.043  0.2370
H: -1.209 -4.125 -5.076  0.4278
H: -1.495 -5.075 -3.512  0.2825
H: 0.081 -4.048 -3.990  0.2812
H: 1.808 -4.031 -0.331  0.5182
H: 2.605 -4.840 2.145  0.4575
H: 2.815 -4.203 4.491  0.4792
H: 2.536 -1.934 5.168  0.4148
H: 1.470 -0.280 3.528  0.4304
O: -1.408 -0.784 2.150  -0.3315
C: -2.122 0.193 2.905  0.1761
C: -3.546 0.346 2.376  -0.9501
C: -3.486 0.636 0.864  -0.9486
C: -2.614 1.836 0.473  0.7234
C: -3.147 3.059 0.196  -0.6725
C: -2.381 4.091 -0.286  -0.5353
C: -1.068 3.911 -0.476  -1.2785
C: -0.532 2.676 -0.174  -0.1818
N: -1.307 1.663 0.300  0.6726
H: -1.675 -1.715 2.184  0.2118
H: -1.584 1.218 2.711  -0.4150
H: -2.031 -0.113 3.960  0.4533
H: -3.974 1.200 2.967  0.3659
H: -4.190 -0.515 2.552  0.4043
H: -4.463 0.811 0.430  0.6450
H: -3.106 -0.296 0.407  -0.0760
H: -4.257 3.186 0.253  0.4298
H: -2.885 5.036 -0.505  0.4203
H: -0.450 4.671 -0.878  0.5893
H: 0.506 2.443 -0.384  0.5785
C: 2.947 3.406 3.155  -0.7239
C: 3.495 2.525 2.141  -0.5856
C: 2.680 1.608 1.430  0.0642
C: 1.361 1.359 1.713  0.5495
C: 0.776 2.363 2.645  -0.0564
C: 1.559 3.285 3.288  -0.5834
H: 3.572 4.143 3.629  0.4090
H: 4.525 2.487 1.736  0.3581
H: 3.167 1.043 0.673  0.2753
H: -0.290 2.434 2.738  0.2520
H: 1.104 4.056 3.889  0.4075
F: 0.075 0.275 -7.378  -0.3107
C: 0.307 0.123 -6.068  0.8108
C: 1.120 -0.947 -5.630  0.1577
F: 1.453 -1.814 -6.568  -0.2962
C: 1.434 -1.032 -4.294  0.4087
F: 2.124 -2.067 -3.856  -0.4026
C: 1.019 -0.035 -3.373  -0.1385
Se: 1.791 0.208 -1.621  -0.1991
C: 0.213 0.958 -3.852  0.3989
F: -0.274 1.873 -3.055  -0.1166
C: -0.166 1.053 -5.198  -0.3116
F: -0.934 2.045 -5.602  -0.2975

Version 2
C28H24F5HfN4OS2Se | ωB97M-V/def2-TZVPD

The HOMO energy comes out at -10.92 eV. Its net charge is +1. Its HOMO-LUMO gap is 6.87 eV.

Last column: Mulliken charge in e.
Geometry (Å):
Hf: 0.452 0.146 -0.044  0.9711
C: 1.123 -0.104 5.695  -0.7469
S: -0.437 -0.812 5.109  0.0273
C: -0.314 -0.548 3.333  0.2601
S: 0.943 0.419 2.625  -0.4046
N: -1.191 -1.222 2.637  -1.4451
N: -1.289 -0.879 1.316  0.8936
C: -2.380 -1.334 0.788  -0.9671
C: -2.600 -1.194 -0.641  0.6069
C: -3.705 -1.817 -1.259  -0.7375
C: -3.815 -1.713 -2.623  -0.4021
C: -2.949 -0.851 -3.296  -0.8803
C: -1.926 -0.217 -2.601  -0.3856
N: -1.691 -0.453 -1.314  0.4340
H: 1.107 -0.247 6.778  0.3799
H: 1.066 0.975 5.481  0.2473
H: 1.942 -0.652 5.201  0.2392
H: -3.055 -1.896 1.472  0.3933
H: -4.437 -2.403 -0.660  0.4692
H: -4.544 -2.331 -3.147  0.4546
H: -3.145 -0.727 -4.343  0.4755
H: -1.323 0.469 -3.032  0.5922
O: 2.572 0.113 0.202  -0.3022
C: 3.633 1.050 0.133  -0.7874
C: 3.456 2.344 0.957  -0.6773
C: 2.496 3.357 0.304  -1.0247
C: 1.004 3.455 0.701  0.6214
C: 0.518 4.612 1.356  -0.8216
C: -0.831 4.681 1.752  -0.4938
C: -1.666 3.637 1.379  -0.8369
C: -1.121 2.604 0.667  0.1073
N: 0.156 2.495 0.332  0.3409
H: 2.674 -0.341 1.065  0.4078
H: 3.750 1.216 -0.942  0.3422
H: 4.507 0.533 0.520  0.4827
H: 4.412 2.786 0.970  0.5614
H: 3.156 2.115 1.966  0.2381
H: 2.499 3.263 -0.816  0.2021
H: 2.948 4.333 0.506  0.5546
H: 1.221 5.378 1.704  0.4182
H: -1.199 5.626 2.145  0.4374
H: -2.743 3.645 1.679  0.4171
H: -1.775 1.747 0.402  0.3256
C: 1.438 1.337 -4.914  -0.5337
C: 1.071 2.350 -4.067  -0.8587
C: 0.941 2.082 -2.741  -0.0083
C: 0.994 0.809 -2.149  1.0069
C: 1.447 -0.192 -3.028  -0.3182
C: 1.649 0.087 -4.385  -0.7411
H: 1.600 1.499 -5.966  0.4074
H: 1.029 3.360 -4.420  0.4682
H: 0.670 2.952 -2.142  0.2475
H: 1.637 -1.220 -2.704  0.2104
H: 1.982 -0.705 -5.035  0.4435
F: -2.927 -6.246 1.438  -0.3078
C: -2.009 -5.403 0.972  0.5147
C: -0.922 -5.162 1.809  0.2716
F: -0.837 -5.813 2.936  -0.2940
C: 0.007 -4.217 1.464  0.6618
F: 0.892 -3.862 2.392  -0.3402
C: -0.020 -3.615 0.218  -0.6525
Se: 1.385 -2.401 -0.289  -0.1697
C: -1.089 -3.921 -0.626  0.6850
F: -1.137 -3.382 -1.870  -0.4949
C: -2.118 -4.780 -0.260  0.1210
F: -3.182 -4.818 -1.091  -0.3068

Sorted by energy, starting with the most stable: version 2, version 1.

Version 1
C9H9NO2S | ωB97M-V/def2-TZVPD

The HOMO energy comes out at -8.48 eV. Its HOMO-LUMO gap is 9.01 eV.

Last column: Mulliken charge in e.
Geometry (Å):
C: 1.929 -1.751 -0.423  -0.6495
C: 2.086 -1.326 -1.729  -0.5134
C: 1.175 -1.032 0.475  -0.4629
C: 1.513 -0.185 -2.173  -0.4865
C: 0.514 0.059 -0.046  0.2544
C: 0.632 0.514 -1.382  0.2345
C: -0.287 1.067 0.703  0.2371
C: -0.956 1.807 -0.421  -0.5013
C: -0.268 1.697 -1.648  -0.9942
N: -0.816 0.608 1.999  -0.2635
O: -2.018 -1.109 3.325  -0.6227
O: -3.084 -0.671 1.240  -0.5535
S: -1.559 -0.978 1.979  0.8109
H: 2.652 -2.569 -0.109  0.2434
H: 2.707 -1.935 -2.325  0.4258
H: 1.182 -1.136 1.507  0.6502
H: 1.612 0.110 -3.203  0.3767
H: -1.363 1.370 2.479  0.3108
H: 0.578 1.700 0.854  0.3207
H: -3.933 -0.825 1.637  0.3161
H: -1.823 2.374 -0.175  0.4367
H: -0.473 2.212 -2.565  0.4302

Version 2
C9H9NO2S | ωB97M-V/def2-TZVPD

Its SMILES is CC(=O)O[C@](C)(C#N)c1cccs1. The HOMO energy comes out at -9.28 eV. Its HOMO-LUMO gap is 9.85 eV.

Last column: Mulliken charge in e.
Geometry (Å):
C: 1.413 -2.554 1.013  -1.0317
C: 0.226 -1.670 0.765  0.7346
O: -0.812 -2.031 0.325  -0.4743
O: 0.609 -0.408 1.146  -0.3480
C: -0.347 0.720 0.938  1.9464
C: 0.349 1.950 1.529  -2.0121
C: -1.612 0.662 1.581  -0.2300
N: -2.598 0.667 2.139  -0.4512
C: -0.295 0.823 -0.569  -0.0840
C: -1.355 0.476 -1.391  -0.4110
C: -0.926 0.411 -2.722  -0.3554
C: 0.368 0.630 -2.950  -0.3917
S: 1.114 1.012 -1.464  -0.1167
H: 1.630 -3.196 0.205  0.3399
H: 1.179 -3.246 1.841  0.2704
H: 2.302 -1.951 1.331  0.2710
H: 1.417 1.699 1.605  0.4255
H: 0.029 2.316 2.481  0.3731
H: 0.378 2.669 0.862  0.5734
H: -2.388 0.232 -1.080  0.3835
H: -1.568 0.035 -3.644  0.2147
H: 0.885 0.753 -3.943  0.3739

Sorted by energy, starting with the most stable: version 2, version 1.

Version 1
C9H14O | ωB97M-V/def2-TZVPD

The HOMO energy (spin up / spin down) comes out at -14.13 / -14.13 eV. Its net charge is +1. The spin multiplicity is 2. Its HOMO-LUMO gap (spin up / spin down) is 10.35 / 6.47 eV.

Last column: Mulliken spin population.
Geometry (Å):
C: -2.916 -0.242 1.628  0.0122
C: -0.438 0.422 -1.200  0.0648
C: -1.446 -0.171 -0.495  0.0627
C: -0.162 1.774 -0.935  0.2614
C: -1.965 0.455 0.694  0.2566
C: -0.665 2.416 0.192  0.1141
C: -1.544 1.748 1.031  0.0189
O: 0.753 2.452 -1.621  0.1660
H: -0.018 -0.060 -2.072  -0.0001
H: -1.706 -1.220 -0.570  0.0049
H: 0.970 1.985 -2.450  -0.0070
H: -0.296 3.345 0.610  -0.0043
H: -3.929 0.094 1.396  0.0374
H: -2.568 -0.168 2.657  0.0137
H: -1.950 2.271 1.889  -0.0007
H: -2.853 -1.314 1.431  -0.0010
C: 3.152 -1.182 -0.435  -0.0002
C: 2.024 -2.158 -0.227  0.0010
H: 3.776 -1.264 0.485  0.0000
H: 3.822 -1.502 -1.220  0.0000
H: 3.033 -0.104 -0.492  0.0001
H: 2.115 -3.184 -0.623  -0.0001
H: 0.984 -1.909 -0.486  -0.0007
H: 1.827 -2.483 0.813  0.0002

Version 2
C9H14O | ωB97M-V/def2-TZVPD

The HOMO energy (spin up / spin down) comes out at -13.96 / -14.61 eV. Its net charge is +1. The spin multiplicity is 2. Its HOMO-LUMO gap (spin up / spin down) is 10.07 / 7.13 eV.

Last column: Mulliken spin population.
Geometry (Å):
C: -0.712 1.627 -1.608  0.0092
C: 0.771 1.364 -1.872  0.0047
H: -1.214 1.744 -2.568  0.0006
H: -1.264 0.795 -1.174  0.0009
H: -0.788 2.480 -0.938  0.0010
H: 1.170 1.819 -2.782  0.0016
H: 0.934 0.314 -2.143  0.0015
H: 1.402 1.736 -1.071  -0.0027
C: 2.362 -0.332 1.377  0.0291
C: -0.157 0.084 1.799  0.0632
C: 0.924 -0.668 1.242  0.2170
C: -1.452 -0.080 1.404  0.0803
C: -1.718 -1.036 0.377  0.2659
C: 0.561 -1.687 0.314  0.0723
C: -0.706 -1.854 -0.131  0.0655
O: -2.920 -1.215 -0.125  0.1397
H: 0.059 0.751 2.625  0.0041
H: -2.257 0.508 1.817  -0.0029
H: 2.937 -1.225 1.128  0.0029
H: 2.632 -0.018 2.383  0.0114
H: 1.296 -2.469 0.160  0.0065
H: -3.525 -0.451 -0.022  -0.0026
H: -0.989 -2.618 -0.842  -0.0002
H: 2.655 0.430 0.652  0.0309

Sorted by energy, starting with the most stable: version 2, version 1.

Version 1
C2H5N3O3 | ωB97M-V/def2-TZVPD

Its SMILES is NNC(=O)C(=O)NO. The HOMO energy comes out at -9.79 eV. Its HOMO-LUMO gap is 10.14 eV.

Last column: Mulliken charge in e.
Geometry (Å):
N: -1.412 0.632 -0.327  -0.5534
N: -0.451 0.144 -1.328  -0.1198
C: 0.683 -0.502 -0.924  0.4836
O: 1.257 -1.314 -1.627  -0.5635
C: 1.350 0.122 0.305  0.3989
O: 2.445 0.659 0.308  -0.5721
N: 0.625 0.048 1.519  -0.1513
O: -0.201 -1.079 1.677  -0.4105
H: -2.336 0.233 -0.688  0.2649
H: -1.410 1.656 -0.420  0.2493
H: -0.851 -0.139 -2.194  0.2534
H: 1.309 0.226 2.346  0.3120
H: -1.008 -0.688 1.354  0.4085

Version 2
C2H5N3O3 | ωB97M-V/def2-TZVPD

The HOMO energy comes out at -9.57 eV. Its HOMO-LUMO gap is 8.23 eV.

Last column: Mulliken charge in e.
Geometry (Å):
C: 0.919 -0.522 0.184  0.6823
C: -1.570 1.440 0.409  0.0838
H: 1.869 -2.267 -1.721  0.4047
H: 0.981 -2.019 1.564  0.3740
H: 0.319 1.497 -0.489  0.2934
H: -1.978 1.210 1.637  0.2584
H: -2.107 1.878 -1.679  0.2418
N: 1.752 -1.463 0.737  -0.2251
N: -0.268 1.459 0.254  -0.2057
N: -2.616 1.629 -0.568  -0.5402
O: 1.510 -2.703 -0.144  -0.5055
O: 1.052 -0.493 -1.064  -0.6562
O: 0.136 0.355 0.879  -0.2056

Sorted by energy, starting with the most stable: version 1, version 2.

Version 1
C3H3N2OS | ωB97M-V/def2-TZVPD

The HOMO energy (spin up / spin down) comes out at -15.20 / -15.03 eV. Its net charge is +1. Its HOMO-LUMO gap (spin up / spin down) is 5.71 / 5.22 eV.

Last column: Mulliken charge in e.
Geometry (Å):
C: -1.715 1.088 -1.740  0.5307
C: -0.703 0.450 -0.132  0.5904
C: 1.133 -0.713 1.219  -0.7805
N: -1.667 1.322 -0.437  -0.2988
N: -0.933 0.255 -2.317  -0.1191
O: -0.173 -0.134 -1.244  -0.0566
S: -0.148 0.512 1.478  0.1413
H: 0.604 -1.537 0.812  0.3349
H: 1.939 -0.961 1.950  0.3621
H: 1.665 -0.283 0.412  0.2954

Version 2
C3H3N2OS | ωB97M-V/def2-TZVPD

The HOMO energy (spin up / spin down) comes out at -15.61 / -15.54 eV. Its net charge is +1. Its HOMO-LUMO gap (spin up / spin down) is 7.19 / 6.65 eV.

Last column: Mulliken charge in e.
Geometry (Å):
C: -2.162 -1.161 0.440  0.4992
C: -0.795 0.551 0.262  0.4371
C: 1.792 0.185 -0.320  -0.7339
N: -1.257 -0.895 1.192  -0.2439
N: -2.479 -0.425 -0.636  -0.2328
O: -1.639 0.555 -0.676  0.0821
S: 0.640 1.187 0.775  0.1662
H: 2.061 0.713 -1.213  0.3506
H: 1.164 -0.802 -0.207  0.3216
H: 2.676 0.093 0.383  0.3539

Sorted by energy, starting with the most stable: version 1, version 2.